This record from the Open Molecules 2025 dataset describes a 12-piece molecular cluster, C45H125N11O12 overall. The level of theory is ωB97M-V/def2-TZVPD.

Values from the calculation:
ΔE to the lowest compared entry with this formula, charge and spin ... 69.6 kcal/mol
SMILES ... COC[C@H](C)N.COC[C@H](C)N.COC[C@H](C)N.COC[C@H](C)N.COC[C@H](C)N.COC[C@H](C)N.COC[C@H](C)N.COC[C@H](C)N.COC[C@H](C)N.COC[C@H](C)N.COC[C@H](C)N.CO
HOMO-LUMO gap ... 8.78 eV
E_HOMO ... -8.56 eV
E ... -3294.340269 Ha

```
193
Properties=species:S:1:pos:R:3:lowdin_charge:R:1
C -6.01 6.17 -1.56 -0.05
C -4.82 5.21 -1.25 -0.42
C -5.13 3.94 -0.43 -0.15
O -3.99 3.14 0.02 -0.23
C -3.22 3.79 0.97 -0.12
N -4.22 4.78 -2.50 0.04
H -6.79 5.69 -2.16 0.08
H -5.71 7.16 -1.90 0.07
H -6.50 6.49 -0.64 0.07
H -4.04 5.78 -0.74 0.12
H -5.67 3.16 -0.95 0.13
H -5.82 4.31 0.32 0.12
H -2.50 3.06 1.34 0.08
H -3.82 4.19 1.78 0.10
H -2.63 4.57 0.49 0.07
H -3.36 4.40 -2.15 0.06
H -3.91 5.50 -3.13 0.07
C 2.49 4.50 1.08 -0.05
C 1.15 5.19 0.91 -0.38
C 0.68 5.49 -0.60 -0.17
O 1.76 6.17 -1.18 -0.21
C 1.40 7.13 -2.13 -0.12
N 0.07 4.42 1.51 0.04
H 3.24 4.89 0.38 0.05
H 2.49 3.43 0.88 0.06
H 2.93 4.77 2.04 0.08
H 1.19 6.14 1.44 0.13
H -0.26 6.04 -0.54 0.11
H 0.54 4.54 -1.12 0.12
H 0.93 7.99 -1.66 0.09
H 0.76 6.80 -2.95 0.09
H 2.32 7.55 -2.54 0.07
H 0.07 4.48 2.52 0.08
H 0.17 3.44 1.30 0.03
C 6.98 3.23 -1.51 -0.05
C 5.56 3.69 -1.26 -0.42
C 5.06 4.78 -2.19 -0.17
O 5.98 5.89 -2.22 -0.17
C 5.49 7.09 -2.85 -0.09
N 4.69 2.51 -1.28 0.05
H 7.10 2.75 -2.48 0.08
H 7.43 2.59 -0.76 0.08
H 7.69 4.06 -1.57 0.08
H 5.50 4.04 -0.22 0.13
H 4.04 5.08 -1.92 0.10
H 4.87 4.37 -3.18 0.13
H 4.57 7.44 -2.39 0.06
H 5.28 6.91 -3.90 0.09
H 6.18 7.92 -2.71 0.09
H 3.79 2.86 -0.99 0.05
H 4.89 1.88 -0.51 0.09
C 0.86 4.90 10.08 -0.04
C 0.53 3.94 8.85 -0.45
C 1.83 3.41 8.19 -0.23
O 1.49 2.58 7.10 -0.17
C 2.71 2.43 6.34 -0.11
N -0.28 2.89 9.30 0.02
H 1.53 4.39 10.77 0.07
H -0.12 5.12 10.50 0.07
H 1.31 5.84 9.75 0.07
H -0.12 4.44 8.13 0.13
H 2.37 2.80 8.91 0.13
H 2.43 4.28 7.92 0.12
H 2.45 2.19 5.31 0.07
H 3.29 1.63 6.79 0.09
H 3.40 3.26 6.19 0.08
H -0.26 2.17 8.59 0.07
H 0.12 2.51 10.15 0.07
C -1.00 -2.21 -5.56 -0.04
C 0.17 -2.91 -4.84 -0.38
C 1.59 -2.34 -5.23 -0.17
O 1.91 -2.51 -6.60 -0.17
C 2.14 -3.80 -7.00 -0.14
N -0.07 -2.58 -3.42 0.05
H -0.83 -1.15 -5.37 0.08
H -1.99 -2.49 -5.19 0.06
H -0.99 -2.33 -6.64 0.08
H 0.18 -3.99 -4.93 0.09
H 2.34 -2.75 -4.55 0.10
H 1.64 -1.27 -5.04 0.12
H 1.19 -4.31 -7.16 0.08
H 2.73 -4.35 -6.27 0.09
H 2.61 -3.80 -7.98 0.09
H 0.45 -3.23 -2.86 0.04
H -1.02 -2.91 -3.28 0.04
C -3.20 -5.22 -0.80 -0.07
C -4.01 -4.00 -1.09 -0.40
C -4.75 -3.41 0.14 -0.18
O -5.66 -4.37 0.68 -0.18
C -6.52 -3.86 1.68 -0.10
N -2.98 -3.08 -1.60 0.06
H -2.51 -5.55 -1.57 0.06
H -3.90 -6.04 -0.62 0.08
H -2.59 -5.20 0.10 0.08
H -4.73 -4.18 -1.89 0.12
H -5.25 -2.49 -0.15 0.12
H -4.01 -3.08 0.87 0.11
H -5.81 -3.50 2.43 0.07
H -7.11 -4.60 2.22 0.09
H -7.13 -3.00 1.40 0.09
H -3.44 -2.19 -1.73 0.04
H -2.25 -2.80 -0.98 0.03
C 1.03 0.49 -1.84 -0.05
C 0.26 -0.05 -0.65 -0.40
C -0.22 1.05 0.36 -0.16
O 0.81 1.67 1.13 -0.23
C 1.48 0.77 1.96 -0.11
N -0.86 -0.90 -1.13 0.06
H 1.36 -0.32 -2.49 0.06
H 1.96 0.93 -1.49 0.06
H 0.47 1.21 -2.43 0.07
H 0.85 -0.74 -0.05 0.09
H -1.02 0.69 1.00 0.12
H -0.59 1.88 -0.24 0.11
H 2.15 0.15 1.36 0.07
H 0.86 0.08 2.54 0.09
H 2.07 1.22 2.75 0.08
H -1.59 -0.20 -1.21 0.02
H -0.68 -1.11 -2.10 0.02
C 2.51 -5.80 3.20 -0.06
C 2.10 -4.75 2.27 -0.46
C 3.01 -3.50 2.20 -0.18
O 2.79 -2.74 3.37 -0.18
C 3.63 -1.67 3.60 -0.13
N 2.11 -5.38 1.00 0.05
H 3.53 -6.05 2.92 0.09
H 1.85 -6.67 3.17 0.09
H 2.51 -5.38 4.21 0.09
H 1.10 -4.41 2.54 0.13
H 2.73 -2.90 1.33 0.10
H 4.06 -3.74 2.02 0.13
H 3.30 -0.99 4.39 0.09
H 3.66 -1.05 2.71 0.07
H 4.64 -2.04 3.76 0.09
H 2.95 -5.80 0.63 0.09
H 1.86 -4.66 0.33 0.04
C 0.07 -6.20 -3.44 -0.07
C 1.16 -6.63 -2.54 -0.41
C 2.17 -5.46 -2.37 -0.17
O 1.62 -4.29 -1.75 -0.25
C 2.52 -3.25 -1.47 -0.11
N 0.77 -7.01 -1.18 0.05
H -0.54 -5.32 -3.25 0.06
H -0.66 -7.00 -3.58 0.09
H 0.50 -5.95 -4.41 0.07
H 1.69 -7.53 -2.86 0.14
H 2.52 -5.13 -3.35 0.11
H 3.02 -5.83 -1.80 0.12
H 3.25 -3.61 -0.74 0.08
H 2.06 -2.44 -0.91 0.07
H 2.83 -2.71 -2.36 0.08
H 1.52 -6.86 -0.51 0.03
H 0.11 -6.34 -0.81 0.06
C -2.06 1.69 -3.23 -0.06
C -3.42 1.18 -2.88 -0.42
C -3.85 -0.06 -3.77 -0.19
O -4.97 -0.69 -3.23 -0.20
C -5.46 -1.89 -3.90 -0.06
N -3.41 0.86 -1.48 0.05
H -1.43 0.84 -3.48 0.06
H -1.60 2.18 -2.37 0.06
H -2.18 2.41 -4.04 0.09
H -4.13 1.98 -3.02 0.11
H -3.07 -0.81 -3.87 0.10
H -4.07 0.29 -4.77 0.13
H -5.64 -2.74 -3.25 0.07
H -4.81 -2.35 -4.64 0.08
H -6.38 -1.60 -4.42 0.09
H -4.14 0.19 -1.31 0.07
H -3.42 1.72 -0.94 0.04
C -3.65 -2.82 6.00 -0.06
C -3.19 -3.68 4.75 -0.43
C -2.49 -2.83 3.69 -0.22
O -1.92 -3.48 2.57 -0.19
C -1.08 -2.67 1.76 -0.11
N -2.27 -4.60 5.33 0.03
H -4.49 -3.32 6.49 0.07
H -4.10 -1.87 5.70 0.06
H -2.93 -2.53 6.76 0.07
H -4.11 -4.18 4.45 0.13
H -1.81 -2.14 4.17 0.13
H -3.24 -2.14 3.31 0.12
H -1.62 -1.87 1.25 0.07
H -0.53 -3.23 1.00 0.08
H -0.31 -2.19 2.36 0.07
H -1.98 -4.99 4.44 0.06
H -1.45 -4.05 5.55 0.07
C 4.14 0.97 -4.12 -0.19
O 5.43 1.51 -3.98 -0.14
H 3.95 0.67 -5.15 0.08
H 3.93 0.13 -3.46 0.06
H 3.43 1.73 -3.77 0.06
H 5.39 1.99 -3.15 -0.01
```



This record from the Open Molecules 2025 dataset describes a 5-piece molecular cluster, C24H48NO7PSi overall. The level of theory is ωB97M-V/def2-TZVPD.

Values from the calculation:
SMILES ... CCP(CC)[Si@@H](CCC(=O)O)N=C=O.C1CCOC1.C1CCOC1.C1CCOC1.C1CCOC1
HOMO-LUMO gap ... 8.11 eV
E_HOMO ... -7.55 eV
E ... -2155.434683 Ha

```
82
Properties=species:S:1:pos:R:3:lowdin_charge:R:1
C 1.63 -1.79 3.47 -0.16
C 1.07 -0.34 3.04 -0.46
P 0.47 -0.19 1.25 0.81
C 0.67 -1.80 0.27 -0.49
C 2.19 -2.30 0.08 -0.18
Si -1.66 0.39 1.16 0.41
C -2.61 0.17 2.80 -0.30
C -3.30 -1.28 3.01 -0.13
C -2.82 -2.41 1.98 -0.41
O -1.89 -3.19 2.35 0.01
O -3.40 -2.65 0.70 0.01
N -1.66 2.18 0.77 -0.01
C -2.50 2.38 -0.19 -0.34
O -3.25 2.80 -1.09 0.06
H 2.78 -1.79 3.27 0.06
H 1.09 -2.68 2.99 0.07
H 1.53 -1.87 4.62 0.07
H 1.92 0.43 3.17 0.06
H 0.26 -0.03 3.80 0.06
H 0.06 -2.69 0.66 0.06
H 0.26 -1.58 -0.80 0.08
H 2.74 -2.53 1.05 0.05
H 2.76 -1.52 -0.56 0.08
H 2.13 -3.29 -0.51 0.08
H -2.33 -0.24 -0.01 0.00
H -1.90 0.43 3.66 0.07
H -3.46 0.96 2.84 0.09
H -4.44 -1.14 2.90 0.12
H -3.01 -1.64 4.07 0.13
H -3.42 -3.64 0.59 0.13
C -2.75 1.37 -5.33 -0.18
C -2.07 1.86 -4.07 -0.18
C -1.88 0.57 -3.29 -0.22
O -1.72 -0.48 -4.25 -0.13
C -2.07 0.03 -5.55 -0.20
H -2.64 2.04 -6.18 0.11
H -3.81 1.22 -5.14 0.12
H -1.09 2.29 -4.32 0.12
H -2.64 2.61 -3.52 0.10
H -2.76 0.34 -2.68 0.11
H -1.00 0.61 -2.63 0.11
H -1.15 0.14 -6.13 0.12
H -2.72 -0.69 -6.06 0.10
C -6.54 -0.39 -8.42 -0.18
C -5.44 0.08 -9.35 -0.18
C -4.24 0.12 -8.43 -0.20
O -4.44 -0.90 -7.44 -0.16
C -5.80 -1.37 -7.53 -0.20
H -7.38 -0.84 -8.94 0.11
H -6.91 0.45 -7.83 0.12
H -5.28 -0.66 -10.14 0.12
H -5.65 1.05 -9.82 0.12
H -4.17 1.08 -7.90 0.11
H -3.30 -0.06 -8.95 0.12
H -5.78 -2.37 -7.98 0.12
H -6.23 -1.44 -6.54 0.12
C 2.49 3.44 6.49 -0.18
C 3.22 2.17 6.88 -0.18
C 2.38 1.10 6.21 -0.20
O 1.82 1.69 5.03 -0.18
C 2.04 3.11 5.08 -0.19
H 3.11 4.33 6.54 0.11
H 1.62 3.58 7.13 0.12
H 4.23 2.18 6.46 0.11
H 3.30 2.03 7.96 0.12
H 1.55 0.79 6.85 0.12
H 2.97 0.22 5.94 0.11
H 2.81 3.36 4.34 0.12
H 1.11 3.63 4.80 0.12
C 7.34 -0.37 2.06 -0.18
C 7.40 -0.20 3.56 -0.18
C 5.93 -0.28 3.95 -0.21
O 5.30 -1.15 2.99 -0.16
C 6.21 -1.37 1.91 -0.20
H 8.28 -0.71 1.62 0.11
H 7.06 0.58 1.59 0.12
H 7.95 -1.03 4.01 0.12
H 7.87 0.74 3.88 0.11
H 5.45 0.70 3.89 0.12
H 5.79 -0.68 4.96 0.12
H 6.58 -2.40 1.98 0.12
H 5.68 -1.26 0.96 0.12
```



This record from the Open Molecules 2025 dataset describes a 10-piece molecular cluster, C35H87N3O14 overall. The level of theory is ωB97M-V/def2-TZVPD.

Values from the calculation:
ΔE to the lowest compared entry with this formula, charge and spin ... 0.0 kcal/mol
SMILES ... CC1(C)CCCC(C)(C)N1O.CC1(C)CCCC(C)(C)N1O.CC1(C)CCCC(C)(C)N1O.OCCO.OCCO.OCCO.OCCO.O.O.O
HOMO-LUMO gap ... 8.43 eV
E_HOMO ... -8.27 eV
E ... -2603.188668 Ha

```
139
Properties=species:S:1:pos:R:3:lowdin_charge:R:1
O -4.70 -3.31 -2.50 -0.08
H -4.06 -2.93 -1.86 0.00
H -4.27 -4.12 -2.81 0.03
O -3.89 -2.51 1.56 -0.05
H -4.38 -1.68 1.51 0.04
H -3.61 -2.69 0.64 0.00
O 1.83 -2.88 1.21 -0.06
H 1.24 -2.41 0.58 0.00
H 2.34 -2.19 1.66 0.04
C -3.65 1.58 -3.19 -0.03
C -2.41 2.46 -3.31 -0.50
C -2.70 3.57 -4.33 -0.13
C -1.79 4.81 -4.20 -0.16
C -1.85 5.30 -2.73 -0.14
C -1.38 4.22 -1.75 -0.52
N -2.17 3.04 -1.98 -0.10
O -2.03 2.08 -0.96 -0.02
C 0.15 4.07 -1.91 -0.02
C -1.67 4.79 -0.36 -0.04
C -1.23 1.61 -3.82 -0.01
H -3.92 1.16 -4.16 0.09
H -4.50 2.19 -2.86 0.09
H -3.55 0.79 -2.44 0.06
H -2.44 3.12 -5.29 0.11
H -3.76 3.82 -4.41 0.12
H -2.02 5.55 -4.96 0.11
H -0.75 4.56 -4.41 0.10
H -2.90 5.57 -2.58 0.12
H -1.25 6.20 -2.66 0.12
H 0.51 3.75 -2.88 0.06
H 0.70 4.97 -1.60 0.09
H 0.48 3.34 -1.16 0.06
H -1.43 4.06 0.42 0.07
H -1.17 5.72 -0.08 0.09
H -2.74 4.94 -0.23 0.09
H -1.49 1.17 -4.78 0.08
H -1.05 0.79 -3.12 0.07
H -0.30 2.17 -3.87 0.07
H -2.90 1.98 -0.56 0.11
C -1.46 0.08 6.45 -0.01
C -0.52 -0.36 5.32 -0.51
C -1.28 -0.71 4.02 -0.13
C -1.81 0.53 3.28 -0.16
C -0.61 1.46 3.07 -0.14
C 0.27 1.81 4.27 -0.51
N 0.55 0.60 5.03 -0.10
O 1.36 0.84 6.15 -0.01
C 1.62 2.32 3.70 -0.03
C -0.41 2.99 4.99 -0.03
C 0.11 -1.71 5.69 -0.04
H -0.85 0.29 7.33 0.08
H -2.10 -0.75 6.75 0.09
H -2.04 0.95 6.15 0.06
H -0.59 -1.21 3.34 0.11
H -2.14 -1.36 4.21 0.12
H -2.68 0.94 3.81 0.11
H -2.17 0.19 2.31 0.09
H -0.97 2.40 2.63 0.11
H 0.02 1.05 2.27 0.10
H 2.16 1.48 3.27 0.07
H 1.47 3.02 2.87 0.08
H 2.19 2.76 4.52 0.08
H 0.08 3.36 5.90 0.08
H -0.51 3.84 4.32 0.09
H -1.41 2.70 5.31 0.07
H 0.88 -2.00 4.98 0.09
H -0.61 -2.52 5.74 0.09
H 0.59 -1.69 6.67 0.08
H 0.88 1.48 6.71 0.09
C 2.14 1.40 0.07 -0.03
C 3.40 0.98 -0.73 -0.49
C 3.53 1.92 -1.92 -0.13
C 4.19 3.28 -1.60 -0.17
C 5.48 3.08 -0.83 -0.15
C 5.38 2.24 0.45 -0.49
N 4.61 1.02 0.10 -0.11
O 4.59 0.13 1.19 -0.01
C 6.80 1.77 0.77 -0.04
C 4.75 3.09 1.57 -0.02
C 3.21 -0.45 -1.24 -0.02
H 2.20 2.43 0.44 0.07
H 2.12 0.80 0.98 0.07
H 1.22 1.28 -0.50 0.07
H 4.02 1.47 -2.79 0.12
H 2.53 2.16 -2.27 0.10
H 3.46 3.87 -1.04 0.10
H 4.43 3.80 -2.53 0.11
H 5.79 4.13 -0.67 0.12
H 6.26 2.69 -1.50 0.12
H 6.95 1.47 1.81 0.08
H 6.99 0.84 0.23 0.09
H 7.56 2.51 0.53 0.08
H 3.93 3.73 1.24 0.07
H 4.35 2.59 2.46 0.07
H 5.50 3.80 1.90 0.09
H 2.22 -0.47 -1.70 0.07
H 3.20 -1.16 -0.42 0.07
H 3.98 -0.78 -1.94 0.09
H 3.98 0.51 1.85 0.08
C -1.87 -2.26 -4.80 -0.25
C -0.85 -3.10 -4.06 -0.20
O 0.21 -2.31 -3.51 -0.08
O -1.17 -1.45 -5.73 -0.06
H -2.60 -1.75 -4.16 0.11
H -2.56 -2.91 -5.36 0.12
H -0.35 -3.76 -4.78 0.13
H -1.25 -3.69 -3.24 0.11
H 0.64 -1.84 -4.24 0.09
H -1.81 -1.10 -6.36 0.09
C 1.70 -5.45 -1.73 -0.24
C 0.34 -5.66 -1.08 -0.19
O -0.27 -4.46 -0.57 -0.09
O 2.75 -5.20 -0.81 -0.05
H 1.71 -4.64 -2.48 0.11
H 1.94 -6.32 -2.34 0.12
H 0.39 -6.40 -0.27 0.12
H -0.39 -6.03 -1.80 0.12
H 0.36 -4.02 0.02 0.06
H 2.48 -4.57 -0.13 0.05
C -2.46 -7.14 1.06 -0.25
C -3.20 -5.99 0.42 -0.25
O -4.48 -5.82 1.02 -0.06
O -1.98 -6.90 2.37 -0.05
H -1.63 -7.49 0.45 0.10
H -3.12 -8.01 1.09 0.12
H -3.34 -6.22 -0.65 0.12
H -2.67 -5.03 0.47 0.10
H -4.98 -5.18 0.52 0.08
H -2.38 -6.10 2.72 0.09
C -2.04 -1.36 -1.04 -0.21
C -0.94 -1.09 -0.04 -0.17
O 0.31 -1.59 -0.58 -0.12
O -2.48 -2.71 -1.00 -0.12
H -1.81 -0.91 -2.01 0.10
H -2.92 -0.79 -0.71 0.12
H -1.22 -1.54 0.91 0.12
H -0.68 -0.04 0.11 0.10
H 0.27 -1.45 -1.54 0.07
H -1.71 -3.31 -0.91 0.07
```



What is the formula in the third record?
C35H87N3O14